Entry 1:
{"formula": "C5H12N2O2", "method": "the ωB97M-V functional and the def2-TZVPD basis", "multiplicity": 1, "relative_energy_kj_mol": 444.49, "orbital_gap_ha": [0.3016, 0.3013], "mol_weight_g_mol": 132.16, "charge": 2, "elements": ["H", "H", "C", "H", "H", "O", "H", "H", "N", "H", "O", "H", "H", "H", "H", "H", "C", "N", "C", "C", "C"], "positions_angstrom": [[-0.170278, 1.115604, 2.354202], [1.430073, -2.448220, 1.012211], [-1.958545, -0.203885, 0.316529], [0.579883, 2.763128, 1.496723], [-2.833645, -0.286676, -0.348547], [2.287239, 0.091141, -0.202071], [-2.110900, 0.556917, 1.089201], [3.032747, -2.379819, 0.234724], [1.554520, -0.856288, -0.142863], [-1.250290, 2.230561, 1.566326], [1.149431, 1.492255, -0.362910], [1.639067, -2.866422, -0.756402], [-1.513590, 0.962270, -2.144460], [-0.919110, -0.805841, -2.247986], [0.381306, 0.543104, -2.280772], [-1.820486, -1.177821, 0.894850], [1.959652, -2.229910, 0.084094], [0.081619, 1.210351, 0.175699], [-0.619886, 0.138457, -1.825242], [-0.140803, 1.861131, 1.472484], [-0.758008, 0.289953, -0.385781]], "forces_ev_per_a": [[1.0, 1.1, -1.4], [-0.4, -0.4, 0.0], [0.4, 0.0, 1.3], [-1.2, -1.8, 0.4], [0.5, -0.1, 0.2], [-1.2, -3.9, 0.5], [-0.7, -0.4, 0.0], [0.0, 0.5, -0.1], [1.3, 2.7, 0.2], [2.1, -0.2, -0.7], [0.0, 1.2, -1.6], [-0.5, 0.3, 0.3], [2.1, -1.9, 0.5], [-0.3, -0.3, 0.0], [-2.1, -0.8, 0.8], [0.1, 1.0, -0.9], [1.2, -0.3, -0.1], [0.0, 0.2, 2.2], [0.0, 3.0, -1.7], [-1.9, 1.0, 2.2], [-0.5, -1.0, -2.1]]}



Entry 2:
{"formula": "C5H5ClS2", "method": "the ωB97M-V functional and the def2-TZVPD basis", "multiplicity": 1, "smiles": "C=CSC(=S)C(=C)Cl", "relative_energy_kj_mol": 222.11, "orbital_gap_ha": 0.2825, "mol_weight_g_mol": 164.68, "elements": ["C", "C", "Cl", "S", "H", "C", "H", "C", "C", "H", "S", "H", "H"], "positions_angstrom": [[-1.575573, -0.112994, 0.098464], [-1.095037, 1.241084, 0.086392], [-3.008102, -0.540063, -0.602003], [0.490078, 1.695346, -0.237267], [0.588785, -0.659044, -1.234184], [2.583724, -0.068479, -0.321196], [-0.269331, -0.815393, 1.465984], [-1.075797, -1.073287, 0.782494], [1.287198, 0.059127, -0.543694], [2.907336, 0.697046, 0.385526], [-2.257511, 2.492843, -0.058417], [-1.709662, -1.905813, 0.809234], [3.133896, -1.010377, -0.631336]], "forces_ev_per_a": [[0.1, 1.2, -0.1], [-3.0, 3.1, -1.7], [-2.7, 0.2, -2.0], [1.5, -1.7, 0.2], [2.1, 1.8, 1.9], [-0.3, -1.1, 0.6], [0.1, -0.8, -0.2], [2.2, -0.4, 2.6], [-2.2, -0.4, -2.7], [1.1, -0.4, -0.4], [1.6, -1.3, 0.7], [0.1, -1.7, 0.6], [-0.5, 1.6, 0.5]]}



Entry 3:
{"formula": "C5H11N", "method": "the ωB97M-V functional and the def2-TZVPD basis", "multiplicity": 1, "smiles": "C[C@@H]1CCCN1", "relative_energy_kj_mol": 120.67, "orbital_gap_ha": 0.3669, "mol_weight_g_mol": 85.15, "elements": ["H", "C", "H", "H", "C", "C", "H", "N", "C", "H", "H", "H", "H", "C", "H", "H", "H"], "positions_angstrom": [[-0.788958, -1.227278, -2.585108], [-0.068473, 0.130130, 1.625447], [-2.074488, -0.533789, -1.635234], [1.798912, 0.388154, -1.195057], [-0.388640, 0.219092, -0.738696], [1.073923, -0.052186, -0.414321], [1.165974, 1.667828, 0.997843], [-1.038344, 0.451080, 0.537263], [-1.051241, -0.926620, -1.566554], [0.099343, -0.946555, 1.698427], [-1.118446, -1.797037, -0.963815], [2.162973, 0.138880, 1.383385], [-1.197548, 1.437706, 0.784500], [1.212376, 0.599132, 1.008100], [1.063894, -1.143273, -0.368033], [-0.591946, 1.191701, -1.285430], [-0.259309, 0.403037, 2.717277]], "forces_ev_per_a": [[0.8, 0.6, 0.3], [0.5, -1.7, 0.6], [-0.1, -0.5, -0.2], [-1.0, -1.0, 1.2], [-0.1, 1.5, -2.1], [0.3, 2.0, -0.6], [0.7, 0.8, -0.3], [-1.0, 0.1, 3.0], [-1.6, 1.7, 0.6], [-0.6, -0.4, 0.0], [0.1, -1.0, 0.6], [-0.8, 1.0, 0.5], [-0.3, -0.5, -1.3], [1.7, -1.9, -0.8], [1.0, 0.0, 0.2], [0.7, -1.1, 0.1], [-0.3, 0.4, -1.8]]}



Entry 4:
{"formula": "C3HBrN2", "method": "the ωB97M-V functional and the def2-TZVPD basis", "multiplicity": 1, "relative_energy_kj_mol": 264.21, "orbital_gap_ha": 0.3596, "mol_weight_g_mol": 144.96, "elements": ["C", "C", "N", "C", "H", "Br", "N"], "positions_angstrom": [[-0.237952, 0.634193, 0.250754], [0.540131, -1.300756, 0.634109], [0.983826, -2.310331, 0.897898], [0.118875, 0.626834, -1.142491], [0.316480, 1.166089, 0.855584], [-2.135682, 0.545446, 0.747712], [0.414319, 0.638528, -2.243564]], "forces_ev_per_a": [[-2.5, -6.9, -2.4], [-2.2, 5.6, -0.8], [0.9, -2.1, 0.5], [-0.7, 0.4, 1.0], [2.7, 2.7, 3.2], [1.6, 0.2, -0.6], [0.2, 0.0, -0.9]]}